The following is a DFT calculation (ωB97M-V/def2-TZVPD) of 9 unconnected molecules or ions with the total composition C51H116BN8O21 in a non-equilibrium geometry.

Geometry as ORCA input:
```
! wB97M-V def2-TZVPD RIJCOSX def2/J DEFGRID3
* xyz -1 1
O -4.89 6.46 17.78
C -5.22 6.67 18.96
O -6.22 7.44 19.19
B -6.40 7.57 20.64
O -5.49 6.54 21.21
C -4.69 6.10 20.26
O -3.77 5.19 20.37
O -7.82 7.33 21.01
C -8.46 8.47 21.27
O -9.62 8.53 21.60
C -7.49 9.57 21.23
O -6.23 9.00 20.94
O -7.74 10.76 21.35
C -10.48 12.11 23.36
C -9.65 12.38 24.65
C -10.36 11.55 25.76
C -9.38 11.16 26.97
C -8.30 10.37 26.32
C -7.43 11.32 25.39
N -8.28 11.84 24.32
O -7.60 12.67 23.45
C -6.76 12.58 26.20
C -6.44 10.44 24.72
C -9.71 13.92 25.04
H -9.97 12.25 22.41
H -11.36 12.75 23.34
H -10.69 11.04 23.28
H -11.09 12.28 26.11
H -10.80 10.66 25.33
H -10.01 10.67 27.71
H -9.04 12.08 27.43
H -8.81 9.61 25.71
H -7.69 9.80 27.02
H -7.48 13.16 26.79
H -5.91 12.35 26.85
H -6.45 13.34 25.49
H -6.95 9.48 24.68
H -6.19 10.63 23.67
H -5.64 10.47 25.46
H -9.18 14.08 25.99
H -10.67 14.43 25.09
H -9.25 14.52 24.26
H -7.44 12.05 22.74
C -5.79 13.79 10.33
O -5.68 12.39 10.31
C -4.93 11.97 11.46
C -5.11 10.42 11.63
N -6.62 10.26 11.82
C -7.03 8.82 11.60
C -6.44 7.84 12.69
O -6.66 8.46 14.01
C -5.92 7.84 15.00
H -4.93 14.21 9.81
H -5.96 14.25 11.30
H -6.70 13.98 9.76
H -5.08 12.54 12.38
H -3.89 12.21 11.22
H -4.64 10.18 12.59
H -4.66 9.73 10.91
H -7.05 10.82 11.10
H -6.93 8.44 10.58
H -8.11 8.77 11.73
H -5.40 7.58 12.52
H -6.94 6.87 12.66
H -6.24 8.08 16.01
H -4.88 8.14 15.05
H -6.12 6.77 14.86
C -3.05 10.64 16.82
O -4.31 11.41 17.14
C -5.32 10.62 17.86
C -6.42 11.63 18.27
N -6.78 12.40 17.08
C -7.73 13.50 17.54
C -7.55 14.22 18.94
O -6.26 14.79 19.05
C -6.05 15.85 20.07
H -2.63 10.09 17.66
H -2.33 11.31 16.37
H -3.35 9.86 16.12
H -4.77 10.25 18.72
H -5.75 9.86 17.20
H -5.75 12.17 18.93
H -7.33 11.29 18.76
H -7.48 11.82 16.65
H -8.73 13.05 17.55
H -8.03 14.22 16.78
H -7.57 13.51 19.77
H -8.45 14.82 19.09
H -6.63 16.76 19.91
H -4.99 16.05 20.25
H -6.44 15.42 20.99
C -1.89 4.71 17.61
O -1.27 4.26 16.45
C -1.47 2.85 16.24
C -0.65 2.35 15.00
N -0.86 3.08 13.73
C -2.26 3.06 13.36
C -2.61 3.89 12.07
O -1.91 3.37 10.89
C -1.86 1.89 10.74
H -1.53 4.46 18.61
H -2.91 4.32 17.63
H -1.87 5.80 17.61
H -2.52 2.63 16.08
H -1.04 2.37 17.12
H -0.87 1.30 14.80
H 0.39 2.36 15.34
H -0.52 4.03 13.75
H -2.83 3.58 14.12
H -2.74 2.08 13.30
H -2.31 4.93 12.14
H -3.69 4.04 11.99
H -1.50 1.76 9.72
H -2.88 1.50 10.78
H -1.09 1.28 11.21
C -10.80 5.89 23.35
O -10.37 5.31 22.06
C -9.31 4.47 22.21
C -8.74 4.27 20.75
N -9.58 3.39 19.93
C -8.98 3.17 18.63
C -10.03 2.56 17.65
O -11.14 3.45 17.30
C -12.08 2.94 16.26
H -10.01 6.48 23.80
H -11.10 5.12 24.07
H -11.71 6.48 23.27
H -9.53 3.44 22.46
H -8.67 4.84 23.01
H -7.77 3.81 20.93
H -8.64 5.23 20.25
H -10.55 3.68 19.92
H -8.07 2.60 18.81
H -8.78 4.07 18.06
H -10.40 1.69 18.21
H -9.73 2.18 16.68
H -12.48 1.97 16.56
H -11.63 2.67 15.30
H -12.90 3.53 15.86
C -12.12 12.56 15.87
O -11.32 11.54 16.32
C -11.72 11.08 17.63
C -10.68 10.09 18.27
N -10.54 8.89 17.44
C -9.37 8.13 17.91
C -9.08 7.03 16.93
O -9.28 7.49 15.56
C -9.21 6.40 14.57
H -11.88 13.40 16.53
H -13.18 12.36 15.79
H -11.76 12.84 14.88
H -12.66 10.54 17.67
H -11.74 11.95 18.29
H -11.00 9.91 19.29
H -9.72 10.60 18.41
H -11.39 8.34 17.48
H -9.62 7.79 18.92
H -8.50 8.70 18.21
H -9.74 6.21 17.23
H -8.13 6.52 17.07
H -10.05 5.84 14.98
H -8.30 5.81 14.68
H -9.41 6.70 13.55
C 0.29 4.74 25.40
C -0.72 4.00 26.25
C -1.75 3.21 25.29
O -2.84 4.02 24.85
C -3.10 4.17 23.42
N 0.04 3.09 27.08
H 0.75 5.50 26.03
H -0.21 5.30 24.61
H 1.03 4.10 24.91
H -1.19 4.78 26.84
H -2.22 2.48 25.94
H -1.35 2.73 24.40
H -3.60 5.12 23.23
H -3.72 3.33 23.11
H -2.16 4.10 22.87
H -0.52 2.25 27.14
H 0.87 2.70 26.67
C -2.30 8.53 21.32
C -1.20 8.72 20.18
C 0.12 8.16 20.50
O 1.03 8.56 19.47
C 1.41 7.53 18.49
N -1.72 8.00 19.08
H -3.26 8.93 21.00
H -2.12 9.02 22.28
H -2.57 7.49 21.54
H -0.98 9.76 19.91
H 0.12 7.11 20.81
H 0.58 8.64 21.36
H 2.41 7.11 18.59
H 1.35 8.03 17.52
H 0.78 6.64 18.42
H -0.97 7.72 18.46
H -2.15 7.11 19.28
*
```

Output
Calculated total energy in Eh: -4055.4165
Gap between HOMO and LUMO in hartree: 0.3059
M in g mol⁻¹: 1188.336